{"formula": "C5H11NO", "method": "ωB97M-V with the def2-TZVPD basis set", "fmax_ha_per_bohr": 0.0066, "homo_lumo_gap_ev": [8.397, 8.307], "e_above_lowest_kcal_mol": 144.94, "symbols": ["C", "O", "C", "C", "N", "C", "C", "H", "H", "H", "H", "H", "H", "H", "H", "H", "H", "H"], "positions_angstrom": [[2.52, 0.97, -0.07], [1.48, 0.90, -0.86], [0.53, 0.01, -0.71], [-0.08, -0.45, 0.58], [-1.33, -0.66, -0.17], [-2.54, -0.15, 0.43], [-0.83, 0.09, -1.35], [2.43, 0.59, 0.95], [3.24, 1.72, -0.35], [2.74, -1.01, -0.62], [2.05, -1.30, -0.88], [0.31, -1.35, 1.08], [-0.13, 0.38, 1.32], [-2.47, 0.92, 0.71], [-2.77, -0.72, 1.34], [-3.38, -0.27, -0.26], [-1.21, 1.12, -1.42], [-0.99, -0.42, -2.31]]}

---

{"formula": "B2CsF8", "method": "ωB97M-V with the def2-TZVPD basis set", "charge": -1, "fmax_ha_per_bohr": 0.0672, "homo_lumo_gap_ev": 8.093, "e_above_lowest_kcal_mol": 67.51, "symbols": ["Cs", "B", "F", "F", "F", "F", "B", "F", "F", "F", "F"], "positions_angstrom": [[1.13, 2.37, -1.63], [1.07, 1.46, 4.03], [1.66, 0.63, 3.12], [1.71, 1.01, 5.18], [1.38, 2.76, 3.67], [-0.31, 1.18, 3.98], [-1.31, -1.88, -3.69], [-1.61, -1.02, -4.69], [-1.65, -1.25, -2.54], [-2.08, -3.05, -3.76], [0.02, -2.20, -3.67]]}